Entry 1:
123
Properties=species:S:1:pos:R:3:forces:R:3:mulliken_charge:R:1 method="wB97M-V/def2-TZVPD" de_lowest_ev=1.061 lumo_energy_ev=0.32 gap_ev=10.000 charge=0
O 3.7295 2.3228 -0.1846 -0.2 0.0 0.4 -0.4567
H 4.5943 2.4763 0.1942 0.3 0.1 0.1 0.2175
H 3.9059 1.9134 -1.0554 0.0 0.3 0.0 0.2567
C 2.7848 0.3138 4.2178 0.1 0.8 0.6 -0.3463
C 4.0174 -0.4781 4.5557 0.5 0.3 0.3 0.2203
C 4.0803 -1.7418 3.7187 0.0 1.0 -0.3 -0.9912
O 5.2372 0.2928 4.3182 -0.8 -0.4 0.6 -0.5643
H 1.8613 -0.1890 4.5154 0.2 -0.2 -0.2 -0.0754
H 2.7985 0.4505 3.1436 -0.4 0.4 -0.3 0.0106
H 2.7976 1.2795 4.7619 0.0 -0.3 -0.5 0.2786
H 4.0304 -0.6738 5.6374 0.1 -0.2 -0.3 0.3660
H 4.4586 -1.4455 2.7374 0.0 -0.1 -0.1 0.2092
H 3.0969 -2.1722 3.5597 0.0 -0.4 0.3 0.1703
H 4.8111 -2.3755 4.1609 0.3 -1.0 0.2 0.4017
H 5.1119 0.7472 3.4844 0.0 0.1 -0.3 0.3247
C -2.5166 -3.4136 -1.8376 -0.8 -0.3 -1.2 -1.0843
C -2.8013 -1.9601 -2.3483 0.8 -1.7 0.7 2.0007
C -4.0652 -1.9781 -3.1792 -0.5 1.3 -0.4 -1.8083
O -2.9352 -1.1810 -1.1749 -1.0 0.7 -0.7 -0.5055
H -1.7623 -3.4430 -1.0697 0.3 0.2 0.3 -0.0840
H -2.2069 -4.1040 -2.6380 0.1 0.3 0.0 0.4072
H -3.4568 -3.8590 -1.4574 0.4 0.4 0.1 0.3908
H -1.9450 -1.5851 -2.9384 -0.2 -0.2 0.0 -0.8152
H -4.1562 -1.1123 -3.8787 0.2 -0.4 0.6 0.3638
H -4.9233 -1.9309 -2.5022 0.0 -0.1 -0.1 0.4605
H -4.1650 -2.8554 -3.8101 0.2 -0.3 0.1 0.3767
H -2.1280 -1.2842 -0.6629 0.4 -0.1 0.4 -0.0512
C 0.9154 -3.1236 -2.9502 0.6 0.9 0.1 -0.5425
C 2.0605 -3.5772 -2.0626 0.1 -0.6 -1.6 1.0478
C 1.5542 -4.6314 -1.1468 -0.3 0.8 1.4 -1.3628
O 3.1146 -4.1154 -2.9408 -0.6 0.5 0.9 -0.6412
H 0.4936 -3.9509 -3.5248 -0.1 0.0 0.2 0.5098
H 1.3659 -2.4205 -3.6420 -0.3 0.3 -0.4 0.2358
H 0.1452 -2.6124 -2.3683 -0.1 -0.1 -0.1 -0.2190
H 2.5081 -2.7458 -1.5327 0.2 0.1 0.0 -0.4579
H 1.1002 -5.3960 -1.7456 -0.1 -0.8 -0.1 0.4359
H 0.7637 -4.1905 -0.4994 0.4 -0.3 -0.3 0.1369
H 2.3544 -4.9720 -0.5017 0.0 -0.5 0.1 0.3841
H 2.6689 -4.8160 -3.4254 0.2 -0.2 -0.2 0.3829
C -2.0389 -1.8586 6.4186 0.7 0.4 -0.1 -1.3585
C -1.8638 -2.2295 4.9735 -0.4 -1.2 -0.7 0.4438
C -1.3811 -1.0564 4.1574 0.1 0.7 -0.4 0.3144
O -0.9073 -3.3103 4.8018 0.2 0.6 -0.4 -0.5360
H -2.3063 -2.7042 7.0579 0.0 0.1 -0.1 0.4445
H -2.8503 -1.1232 6.4249 0.3 0.0 0.5 0.3304
H -1.0625 -1.4279 6.7330 -0.8 -0.1 0.3 0.3138
H -2.8305 -2.5893 4.5700 0.3 0.2 0.1 0.1368
H -1.3487 -1.2140 3.0623 0.1 -0.3 0.6 -0.1530
H -0.3749 -0.7436 4.5089 -0.6 -0.1 -0.2 -0.2530
H -2.1006 -0.2231 4.2765 0.5 -0.3 0.2 -0.0665
H -1.0199 -3.9901 5.4626 -0.2 -0.1 0.3 0.2773
C -4.1409 1.7966 0.8765 -1.0 -0.4 1.0 -1.2570
C -3.3978 1.5350 2.1813 -0.1 -0.4 0.9 1.0223
C -2.1174 2.2865 2.2539 1.2 0.7 1.0 -0.6143
O -4.2118 1.9096 3.3623 -0.3 0.0 -1.7 -0.6288
H -5.2155 1.6442 1.0834 0.4 -0.1 -0.3 0.4141
H -3.8009 1.0787 0.1347 0.0 0.0 -0.1 0.1392
H -4.0260 2.7976 0.4897 0.2 0.4 0.0 0.2954
H -3.1489 0.4614 2.2260 -0.4 0.1 0.1 -0.2379
H -1.5017 1.9560 3.1288 -0.4 0.1 -0.6 0.2625
H -2.3377 3.3480 2.4286 0.1 -0.1 -0.2 0.4421
H -1.4953 2.1955 1.3609 -0.1 -0.1 0.0 -0.1365
H -3.8581 1.5952 4.1915 0.5 -0.3 0.0 0.3103
C 1.6075 4.0349 -2.0269 0.4 -0.4 0.3 -0.8224
C 1.2181 4.9911 -0.9078 0.2 -0.3 0.7 1.0404
C 0.9264 6.3850 -1.4015 0.0 0.7 0.2 -1.6228
O 0.0673 4.4747 -0.2276 -0.2 0.4 -0.5 -0.5625
H 2.6116 4.1723 -2.4359 0.0 0.5 0.1 0.4936
H 0.8937 4.0583 -2.8556 -0.1 -0.2 0.2 0.3423
H 1.6840 3.0494 -1.5512 -0.3 -0.1 -0.4 -0.2059
H 2.0300 5.0006 -0.1324 -0.2 0.2 -0.8 0.0622
H 1.8403 6.7744 -1.8658 -0.3 0.0 -0.2 0.4022
H 0.6825 7.0949 -0.5945 0.0 -0.4 -0.1 0.3830
H 0.0813 6.4254 -2.1082 0.4 -0.2 0.1 0.3157
H 0.3052 3.5806 0.0324 0.0 -0.2 0.4 0.0148
C 1.6824 -0.7913 0.6757 -0.2 0.0 -0.6 -0.3128
C 0.2041 -0.4359 0.6006 -0.2 0.0 0.8 1.8752
C -0.0840 0.4388 -0.5496 -0.1 0.6 -2.0 0.6638
O -0.6727 -1.5531 0.3829 0.6 -0.9 0.9 0.6021
H 1.9458 -1.4274 1.4982 0.0 -0.2 0.7 0.2219
H 2.3323 0.0888 0.6484 -0.3 0.1 0.2 0.0619
H 1.9147 -1.3636 -0.2051 0.1 -0.3 -0.6 -0.8147
H -0.0678 0.0994 1.5053 -0.2 -0.1 0.5 0.0387
H -1.1373 0.5168 -0.8366 -0.1 0.0 0.6 -0.2400
H 0.3606 -0.0491 -1.4245 0.2 0.2 -0.1 -0.2339
H 0.3008 1.4525 -0.4899 0.3 0.0 0.2 -1.0172
H -0.5397 -2.2838 1.0466 0.0 0.6 -0.5 -0.3584
C -0.2682 0.9013 -4.1258 0.0 0.0 0.0 -0.0324
C -0.0542 0.1751 -5.4439 -0.2 -0.1 -0.1 0.7351
C -1.3794 -0.2793 -6.0287 0.1 -0.3 -0.6 -1.2821
O 0.5387 1.1023 -6.3524 0.5 0.6 0.5 -0.5723
H -0.6766 0.2430 -3.3421 0.0 0.2 -0.5 -0.2987
H -0.9454 1.7459 -4.2961 0.0 -0.2 0.1 0.1896
H 0.6578 1.3087 -3.7361 0.3 0.1 0.0 0.0210
H 0.6404 -0.6807 -5.3149 -0.4 0.2 0.1 0.0378
H -2.0399 -0.7493 -5.2914 0.2 0.0 -0.2 0.1022
H -1.1620 -0.9697 -6.8583 -0.3 -0.1 0.3 0.4038
H -1.8873 0.5808 -6.4855 0.0 -0.1 0.4 0.3945
H 0.4739 0.8238 -7.2667 -0.1 -0.4 0.0 0.3242
C 3.9534 -0.1117 -2.4316 0.5 -0.5 0.6 -0.4158
O 4.2995 1.2668 -2.5570 0.0 -0.4 -0.1 -0.6075
H 4.3310 -0.6817 -3.2741 0.2 -0.2 -0.1 0.4442
H 4.4156 -0.4830 -1.4900 -0.4 0.2 -0.7 0.2652
H 2.8776 -0.2541 -2.3948 -0.3 0.0 0.2 0.0301
H 3.9114 1.5549 -3.3816 -0.1 0.4 -0.3 0.2978
C 1.2244 3.6017 2.7366 1.0 -0.7 0.0 -0.7087
O 1.4631 2.6608 1.6785 -0.2 0.4 0.0 0.1418
H 0.1706 3.6794 2.9635 -0.1 -0.1 0.0 0.2170
H 1.8166 3.2445 3.5929 -0.5 0.3 0.2 0.1016
H 1.6172 4.5595 2.4324 -0.1 0.6 0.1 0.3331
H 2.3275 2.9185 1.3309 -0.1 -0.5 -0.4 0.1110
C -1.6511 -4.7187 1.9049 0.6 0.7 0.0 -0.6619
O -0.5019 -3.8633 2.0324 0.0 -0.3 0.7 -0.4096
H -2.4951 -4.1500 2.2851 -0.5 -0.3 -0.2 0.1943
H -1.7500 -4.9564 0.8500 -0.2 -0.1 0.0 0.2522
H -1.5095 -5.6211 2.4939 -0.1 -0.2 0.0 0.3208
H -0.4549 -3.7319 3.0060 0.3 0.3 -0.5 0.2509
C -2.6610 3.4563 -2.3268 0.5 -1.2 0.3 -0.0622
O -4.0029 3.8246 -2.1146 0.3 1.0 0.4 -0.5527
H -2.3003 3.5832 -3.3667 -0.3 0.1 0.4 0.3442
H -2.0364 4.0068 -1.6286 0.0 0.4 -0.2 0.0422
H -2.5251 2.3941 -2.0215 0.1 0.3 -0.4 -0.0747
H -4.5664 3.2890 -2.6471 -0.5 -0.6 -0.6 0.3088

---

Entry 2:
126
Properties=species:S:1:pos:R:3:forces:R:3:mulliken_charge:R:1 method="wB97M-V/def2-TZVPD" de_lowest_ev=2.940 lumo_energy_ev="1.79 / 1.74" gap_ev="1.174 / 9.060" charge=-1 multiplicity=2
C 5.9498 -31.3237 -13.3866 2.4 0.3 -0.9 -1.5511
C 5.7857 -29.7854 -13.5130 -1.7 -1.8 0.3 0.5883
O 4.6619 -29.5659 -12.6959 -1.3 1.3 -0.4 -1.3213
H 5.1888 -32.0423 -13.6911 -0.9 1.0 -0.1 -0.0187
H 6.2188 -31.6153 -12.3713 0.2 0.2 0.0 0.4380
H 6.7528 -31.5942 -14.0723 0.7 -0.3 0.2 0.4429
H 5.4849 -29.4925 -14.5189 0.0 -0.1 -0.3 -0.4816
H 6.5629 -29.0645 -13.2593 0.7 -0.7 0.3 0.7811
H 4.8728 -29.7714 -11.7822 0.3 0.1 0.9 0.1528
C 3.9425 -26.3786 -16.1815 -0.7 1.2 -0.7 -0.6506
C 3.6696 -27.5200 -15.2436 1.5 0.9 0.5 2.5633
O 4.3036 -27.2368 -14.0065 0.0 0.7 -0.2 -0.5434
H 3.6229 -25.3965 -15.8329 -0.4 0.0 0.5 -0.1144
H 3.4099 -26.5334 -17.1198 0.0 -0.2 -0.1 0.0792
H 4.9850 -26.1923 -16.4395 0.2 -0.7 0.2 0.2514
H 4.2302 -28.3271 -15.7153 -0.8 -0.8 0.0 -0.8158
H 2.6236 -27.6918 -14.9896 -0.2 -0.2 -0.9 -0.7122
H 4.2221 -28.0405 -13.4878 0.1 -0.4 0.8 -0.3903
C 2.5490 -24.5339 -11.5362 -0.3 0.4 1.7 -0.9738
C 1.8400 -25.9180 -11.3460 3.4 1.3 -0.5 -0.0314
O 0.8747 -25.9766 -12.2683 -3.8 -0.5 -1.8 -0.3488
H 3.3487 -24.3578 -10.8167 0.4 -0.4 -0.1 0.4448
H 1.8682 -23.7196 -11.2879 -0.5 0.0 -0.1 0.4480
H 2.9156 -24.3009 -12.5359 0.0 -0.7 -0.2 -0.0158
H 1.4317 -26.0987 -10.3516 0.2 0.1 0.0 0.3617
H 2.5712 -26.6605 -11.6655 0.5 -0.4 1.0 -0.0791
H 1.2228 -25.9684 -13.1629 0.2 0.3 -0.1 -0.0086
C 1.8901 -31.3876 -18.7573 0.1 -0.5 -0.3 -1.4767
C 1.8852 -29.8485 -18.5903 -2.0 -2.3 0.1 0.4354
O 2.8130 -29.5301 -17.6414 1.9 2.0 -0.1 0.2640
H 1.9839 -31.9265 -17.8144 -0.3 0.5 0.5 0.2519
H 2.7800 -31.7746 -19.2537 0.1 0.4 -0.5 0.3597
H 1.0309 -31.8501 -19.2432 -0.2 0.4 -0.2 0.4066
H 0.9086 -29.5365 -18.2201 -0.6 -0.1 0.1 -0.0703
H 1.9046 -29.3440 -19.5563 1.2 0.2 0.1 0.3000
H 2.8223 -30.1540 -16.9119 -0.3 -0.5 0.4 -0.2783
C 0.9559 -31.6206 -14.1773 0.0 0.6 0.5 -1.5874
C 2.1497 -30.6811 -14.1766 -0.5 -0.4 -1.6 0.3733
O 3.0315 -31.1510 -15.2666 -0.2 0.4 1.2 -0.2368
H 0.4511 -31.3921 -13.2386 -0.5 -0.2 -0.1 0.5000
H 1.1971 -32.6836 -14.1809 0.3 0.1 0.0 0.4756
H 0.3041 -31.4093 -15.0250 -0.1 -0.1 0.0 0.1835
H 2.5740 -30.5304 -13.1840 0.7 -0.6 -0.3 0.4341
H 1.8387 -29.6879 -14.5008 -0.3 0.2 0.2 -0.9258
H 3.8840 -30.7542 -15.0731 0.4 0.0 0.0 -0.2869
C 0.4351 -26.2388 -18.9402 -0.1 0.1 0.3 -0.2721
C -0.4346 -27.1859 -19.7739 -0.3 -0.2 0.4 -0.6375
O -1.6099 -27.7390 -19.0735 1.8 0.8 -1.0 -0.5934
H 0.8930 -26.7010 -18.0657 -0.5 -0.4 0.3 0.0565
H -0.1270 -25.3629 -18.6162 0.0 0.0 0.0 0.1630
H 1.3360 -25.8959 -19.4490 -0.2 0.1 -0.7 0.2992
H 0.2211 -27.9864 -20.1164 -0.2 -0.3 -0.1 0.1981
H -0.8148 -26.6921 -20.6682 -0.1 0.1 0.1 0.4298
H -1.2281 -28.0687 -18.2568 -0.4 0.0 0.4 0.2591
C 0.9093 -22.9402 -15.0698 -0.3 0.4 0.2 -0.9606
C 0.1334 -24.1248 -15.6801 0.0 0.7 0.0 0.2618
O 0.5289 -25.3046 -15.0537 0.9 -0.8 0.5 0.1626
H 1.9700 -23.0959 -14.8731 0.0 -0.8 -0.4 -0.4660
H 0.5429 -22.6231 -14.0934 -0.4 -0.3 0.1 0.4159
H 0.8940 -22.0337 -15.6749 -0.3 -0.1 -0.3 0.4477
H 0.2602 -24.1806 -16.7613 0.5 0.0 -0.2 -0.3635
H -0.9506 -24.0952 -15.5704 -0.2 0.9 0.2 0.5328
H -0.1623 -25.9638 -15.1505 0.0 -0.2 -0.2 -0.1180
C 3.1962 -23.3425 -18.4676 -0.5 0.2 0.2 0.5477
C 2.0980 -22.3239 -18.7672 0.1 0.6 0.6 -0.3514
O 2.4756 -21.2852 -19.6619 -0.1 -0.2 -0.3 -0.5701
H 3.8910 -23.5474 -19.2820 -0.2 0.1 -0.2 0.1990
H 2.6932 -24.2726 -18.2029 0.3 -0.2 0.3 -0.3036
H 3.7705 -22.9450 -17.6307 0.2 -0.4 0.0 -0.1919
H 1.8681 -21.7845 -17.8484 0.1 0.0 0.2 0.0248
H 1.1332 -22.7733 -19.0024 0.1 -0.3 -0.7 0.2992
H 2.4558 -21.6528 -20.5485 0.1 0.0 -0.1 0.3385
C -0.8408 -28.4118 -14.0511 0.6 -0.5 0.0 -0.7753
C -1.0810 -28.6295 -15.5545 0.3 -2.1 2.5 0.6748
O -1.4236 -27.4974 -16.2037 0.0 2.6 -1.7 -0.4381
H -1.7632 -28.1777 -13.5196 0.0 0.1 0.0 0.4795
H -0.0708 -27.6863 -13.7890 -0.2 0.4 -0.3 0.2468
H -0.4207 -29.3078 -13.5941 -0.3 -0.3 -0.1 -0.0488
H -1.8726 -29.3734 -15.6437 -0.2 -0.3 -0.1 0.4813
H -0.2038 -29.0759 -16.0229 0.2 0.3 -0.1 -0.6395
H -2.0787 -26.9695 -15.7414 -0.3 -0.3 0.1 0.2295
C 5.0781 -22.6226 -14.6631 0.1 -0.3 -0.3 0.3250
C 5.7969 -23.5314 -13.6527 -0.8 1.2 -1.0 0.1914
O 5.5204 -23.1375 -12.3297 0.6 -0.3 0.6 -0.5780
H 5.4854 -22.8500 -15.6483 0.0 0.2 -0.2 -0.1355
H 5.1648 -21.5506 -14.4863 0.3 0.0 0.2 0.4771
H 4.0109 -22.8344 -14.7286 -0.1 -0.2 0.2 -0.6943
H 6.8709 -23.4559 -13.8223 0.1 0.0 0.3 0.4498
H 5.4923 -24.5417 -13.9257 0.0 -0.4 0.6 -0.1789
H 4.6563 -22.7339 -12.2202 -0.1 -0.2 -0.4 0.3306
C 5.8310 -26.9188 -10.9468 -0.1 -0.6 -0.7 -0.3407
C 5.4236 -27.8285 -9.7942 1.6 1.3 0.7 -0.8626
O 5.5395 -29.2207 -10.0830 -0.6 0.9 -1.0 2.2844
H 5.6421 -25.8523 -10.8244 -0.7 -0.1 0.4 0.3240
H 5.2937 -27.2798 -11.8238 0.3 0.4 -0.2 -0.5739
H 6.9040 -26.9021 -11.1383 0.1 -0.6 -0.1 0.4364
H 4.4795 -27.4675 -9.3863 -0.4 -0.7 -0.2 0.7018
H 6.1678 -27.6324 -9.0222 -0.1 0.1 0.5 0.2390
H 5.4895 -29.6698 -9.2360 0.0 -0.7 0.6 -0.9872
C 5.1157 -26.6305 -19.6720 -2.0 0.4 -0.6 0.4241
C 5.8393 -26.1338 -20.8954 0.4 -0.5 0.0 -0.6538
O 7.1354 -26.6302 -20.8376 2.3 0.1 0.0 -0.5437
H 5.2018 -25.9611 -18.8160 0.3 -0.1 0.0 -0.1687
H 5.2454 -27.6713 -19.3757 0.6 0.2 -0.3 -0.1789
H 4.0777 -26.5902 -20.0021 -0.6 0.1 0.5 0.1367
H 5.8534 -25.0460 -20.9627 -0.3 0.2 0.1 0.3160
H 5.5178 -26.5016 -21.8698 -1.0 -0.1 0.2 0.3305
H 7.7182 -25.9075 -20.5936 0.3 -0.2 0.1 0.3094
C 7.3922 -24.7588 -16.8922 1.2 0.3 0.0 -0.1239
C 8.1444 -23.6829 -17.7252 -1.1 -0.1 -0.4 -0.5664
O 9.5568 -23.8531 -17.7875 -0.1 -0.2 0.6 -0.5025
H 6.3449 -24.5364 -16.6876 0.0 0.1 -0.6 -0.3975
H 7.8168 -24.8432 -15.8919 0.3 0.1 0.0 0.4014
H 7.5210 -25.7373 -17.3550 -0.3 0.0 0.0 0.3508
H 7.8127 -22.6889 -17.4252 0.5 0.2 0.5 0.3860
H 7.8265 -23.7010 -18.7676 -0.5 -0.4 -0.2 0.1770
H 9.9991 -23.0065 -17.6911 -0.1 0.0 0.1 0.3040
C 6.3371 -29.9227 -17.8749 -1.5 -0.1 0.3 -0.4309
C 5.5770 -31.2701 -17.7950 0.2 1.3 0.3 0.5736
O 6.4955 -32.1837 -18.3348 -0.1 -1.2 -0.4 -0.5510
H 6.4159 -29.6650 -18.9310 0.6 -0.2 0.0 0.3202
H 7.2849 -30.0590 -17.3541 0.2 0.3 -0.3 0.4973
H 5.8116 -29.0682 -17.4485 -0.1 -0.1 0.4 -0.4224
H 4.6143 -31.2508 -18.3059 0.4 -0.1 -0.5 -0.4759
H 5.3146 -31.6129 -16.7941 0.1 0.4 0.4 0.0550
H 7.1584 -32.2313 -17.6420 0.4 -0.4 -0.2 0.3906